# 1
{"formula": "C38H47N7O3", "method": "ωB97M-V/def2-TZVPD", "charge": 0, "smiles": "CCCOCC1=CC(=O)C=CC1=O.c1cc[nH]c1.c1cc[nH]c1.c1cc[nH]c1.c1cc[nH]c1.c1cc[nH]c1.c1cc[nH]c1.c1cc[nH]c1", "energy_ha": -2085.0789, "orbital_gap_ha": 0.2306, "e_above_lowest_kcal_mol": 0.0, "symbols": ["C", "C", "C", "O", "C", "C", "C", "C", "O", "C", "C", "C", "O", "H", "H", "H", "H", "H", "H", "H", "H", "H", "H", "H", "H", "C", "C", "C", "N", "C", "H", "H", "H", "H", "H", "C", "C", "C", "N", "C", "H", "H", "H", "H", "H", "C", "C", "C", "N", "C", "H", "H", "H", "H", "H", "C", "C", "C", "N", "C", "H", "H", "H", "H", "H", "C", "C", "C", "N", "C", "H", "H", "H", "H", "H", "C", "C", "C", "N", "C", "H", "H", "H", "H", "H", "C", "C", "C", "N", "C", "H", "H", "H", "H", "H"], "coordinates": [[-4.56071, 2.19971, -0.08782], [-3.43438, 2.42380, 0.90284], [-2.13025, 2.70373, 0.20628], [-1.06603, 2.84433, 1.13098], [-0.17320, 3.87894, 0.81685], [-0.83111, 5.21710, 0.93291], [-1.82265, 5.49324, 1.82160], [-2.45511, 6.82816, 1.80790], [-2.92216, 7.37018, 2.82903], [-2.48634, 7.47885, 0.47755], [-1.48516, 7.21141, -0.41433], [-0.40132, 6.29173, -0.00047], [0.77250, 6.42702, -0.37610], [-4.90820, 3.14102, -0.49526], [-4.25951, 1.55772, -0.90505], [-5.40896, 1.75095, 0.41172], [-3.67898, 3.26565, 1.53995], [-3.29618, 1.55194, 1.53066], [-1.91661, 1.87889, -0.46293], [-2.21947, 3.59540, -0.41230], [0.23521, 3.76365, -0.18489], [0.65746, 3.81256, 1.50775], [-2.16072, 4.76199, 2.53624], [-3.30092, 8.14464, 0.24988], [-1.42363, 7.64890, -1.39508], [-0.34859, -2.73358, 1.84033], [-0.21212, -2.07482, 0.58782], [0.20314, -0.79511, 0.84397], [0.31982, -0.65178, 2.20080], [-0.01880, -1.82767, 2.81582], [-0.65202, -3.75421, 2.00138], [-0.38751, -2.49508, -0.38809], [0.42986, 0.01798, 0.17811], [0.60741, 0.18805, 2.66940], [0.00926, -1.92115, 3.88746], [-4.23166, -5.30508, 0.22851], [-4.08987, -4.64506, -1.02264], [-3.68883, -3.36174, -0.76265], [-3.58441, -3.22257, 0.59285], [-3.91177, -4.39973, 1.20504], [-4.53174, -6.32590, 0.39145], [-4.26053, -5.06485, -1.99899], [-3.46780, -2.54207, -1.42373], [-3.30149, -2.38564, 1.06601], [-3.88748, -4.49385, 2.27661], [3.22542, -5.61290, 0.34716], [3.61859, -4.96230, -0.85479], [3.36920, -3.62564, -0.68756], [2.84719, -3.44448, 0.55845], [2.75117, -4.64754, 1.19755], [3.28584, -6.66572, 0.56054], [4.03194, -5.42449, -1.73503], [3.51166, -2.78605, -1.34421], [2.56404, -2.56015, 0.93727], [2.35791, -4.71334, 2.19689], [4.33292, -2.49401, -5.58789], [4.41249, -1.07299, -5.64361], [4.67927, -0.63330, -4.37443], [4.78303, -1.72687, -3.56227], [4.56142, -2.86270, -4.28999], [4.12296, -3.16353, -6.40382], [4.27317, -0.45133, -6.51215], [4.80267, 0.35616, -3.96823], [4.97368, -1.69708, -2.57945], [4.58148, -3.83240, -3.82433], [1.45324, 2.93355, -3.40994], [2.12729, 4.18309, -3.32429], [3.25250, 4.08885, -4.09859], [3.27384, 2.83796, -4.65650], [2.19090, 2.12217, -4.23029], [0.53751, 2.65640, -2.91461], [1.83051, 5.04213, -2.74525], [4.03379, 4.80014, -4.29979], [3.98607, 2.49177, -5.27017], [2.03751, 1.10195, -4.53687], [-7.90624, 5.24769, 2.74652], [-7.34824, 6.41976, 3.33053], [-6.05618, 6.52507, 2.89166], [-5.81608, 5.46176, 2.06306], [-6.93589, 4.67771, 1.96898], [-8.90454, 4.86838, 2.88247], [-7.84043, 7.10571, 3.99813], [-5.29724, 7.25668, 3.09161], [-4.94979, 5.28027, 1.59569], [-6.94542, 3.79027, 1.36011], [7.04054, -7.72183, 2.33592], [5.85759, -6.93260, 2.35250], [4.88785, -7.66878, 2.97774], [5.43881, -8.86919, 3.33739], [6.74936, -8.91082, 2.94901], [7.99453, -7.44749, 1.91948], [5.73136, -5.94239, 1.95048], [3.85893, -7.44205, 3.19653], [4.95447, -9.60712, 3.80948], [7.35898, -9.77608, 3.14153]]}


# 2
{"formula": "C38H48N9O4PtS", "method": "ωB97M-V/def2-TZVPD", "charge": 1, "s2": 2.006, "energy_ha": -2787.7053, "spin_multiplicity": 3, "orbital_gap_ha": [0.2313, 0.2525], "symbols": ["Pt", "C", "C", "C", "C", "C", "C", "C", "S", "O", "O", "N", "C", "C", "C", "C", "C", "N", "H", "H", "H", "H", "H", "H", "H", "H", "H", "H", "H", "C", "N", "C", "C", "N", "C", "C", "N", "C", "C", "N", "C", "N", "C", "C", "C", "N", "C", "H", "H", "H", "H", "H", "H", "H", "H", "H", "H", "H", "H", "H", "H", "H", "H", "H", "H", "H", "H", "H", "H", "H", "H", "C", "O", "C", "C", "C", "C", "C", "C", "N", "C", "C", "C", "C", "C", "C", "C", "O", "H", "H", "H", "H", "H", "H", "H", "H", "H", "H", "H", "H", "H"], "coordinates": [[-5.30761, 19.79056, -0.40135], [1.12839, 18.10699, 5.07353], [0.17874, 18.12858, 3.92665], [0.00348, 17.00440, 3.09028], [-0.96822, 17.02881, 2.08135], [-1.82039, 18.12541, 2.02151], [-1.58179, 19.29535, 2.73539], [-0.52955, 19.31496, 3.66630], [-3.13115, 17.85983, 0.85279], [-2.59279, 17.91576, -0.49016], [-3.82904, 16.65905, 1.27806], [-4.15235, 19.20107, 1.04823], [-4.77483, 19.28153, 2.29840], [-4.56293, 18.51927, 3.51065], [-5.46745, 18.65817, 4.60975], [-6.64371, 19.38115, 4.38394], [-6.68284, 20.20605, 3.29995], [-5.76138, 20.22127, 2.34727], [1.62067, 19.09980, 5.15801], [1.78998, 17.32170, 4.94346], [0.55940, 17.98014, 6.00460], [0.60744, 16.09504, 3.29780], [-1.00659, 16.25874, 1.29890], [-2.23458, 20.18435, 2.65442], [-0.34012, 20.25257, 4.20049], [-3.65648, 17.85481, 3.56605], [-5.14805, 18.28999, 5.55634], [-7.40636, 19.43676, 5.12207], [-7.52146, 20.90830, 3.10887], [-4.47520, 22.91816, 0.20218], [-3.14320, 22.48026, -0.07859], [-2.02586, 23.27367, 0.33465], [-0.85125, 22.61186, -0.34119], [-1.42653, 21.48109, -1.01194], [-0.63376, 20.38471, -1.59434], [-2.75941, 21.40160, -0.84639], [-3.64938, 20.65187, -1.47801], [-3.47929, 20.06957, -2.82022], [-4.79288, 19.53313, -3.41396], [-5.57149, 18.94671, -2.30654], [-6.44937, 17.99422, -2.49569], [-6.99317, 17.19566, -1.53511], [-6.87613, 17.28035, -0.11806], [-7.81220, 16.12696, -2.01698], [-7.85442, 16.40481, -3.50463], [-6.93308, 17.47503, -3.68868], [-6.74130, 18.01493, -5.00128], [-4.50341, 23.10419, 1.31112], [-5.23631, 22.20392, -0.09811], [-4.66808, 23.80380, -0.37136], [-1.92882, 23.34734, 1.42075], [-2.18612, 24.32285, 0.04065], [-0.02029, 22.35663, 0.39467], [-0.33811, 23.25739, -1.06274], [0.21125, 20.03462, -0.90174], [-0.09028, 20.68413, -2.49711], [-1.26459, 19.58621, -1.87699], [-2.91450, 19.17901, -2.79739], [-2.98295, 20.74076, -3.49244], [-4.52696, 18.76379, -4.12293], [-5.41837, 20.27248, -3.94685], [-6.93280, 16.30356, 0.37270], [-7.72323, 17.85215, 0.28759], [-5.89437, 17.70823, 0.13264], [-8.79934, 16.09110, -1.51283], [-7.33297, 15.16440, -1.68406], [-8.86410, 16.74386, -3.76571], [-7.59541, 15.54088, -4.21167], [-5.77982, 17.69519, -5.52600], [-6.77297, 19.07740, -5.09597], [-7.42138, 17.52203, -5.71290], [-4.76528, 24.28672, -3.95172], [-5.97871, 23.55829, -3.96130], [-6.78605, 23.65574, -5.02695], [-6.47782, 24.43292, -6.20699], [-7.51715, 24.59253, -7.16101], [-8.72567, 23.79170, -7.09664], [-9.01042, 22.96886, -6.02666], [-7.99086, 22.90549, -4.99680], [-8.04052, 21.99501, -3.91850], [-9.14158, 21.55796, -3.28178], [-9.18995, 21.34079, -1.86013], [-10.42854, 21.45075, -1.18547], [-10.45659, 21.73520, 0.15847], [-9.21930, 21.91074, 0.85520], [-8.01910, 21.85298, 0.22011], [-7.93980, 21.40932, -1.11942], [-6.80499, 21.11104, -1.74326], [-4.97998, 25.39701, -4.00932], [-4.07009, 24.03237, -4.73864], [-4.30021, 24.14340, -3.00362], [-5.47864, 24.85154, -6.33432], [-7.40528, 25.21409, -8.04119], [-9.42590, 23.66613, -7.94536], [-9.93741, 22.40082, -5.89272], [-7.17159, 21.87258, -3.39285], [-10.05036, 21.44300, -3.87517], [-11.31186, 21.26084, -1.78296], [-11.38510, 21.72393, 0.75332], [-9.37381, 22.11884, 1.94983], [-7.08350, 21.95724, 0.75873]]}